Molecular formula: C6H11NO
Method: DFT, ωB97M-V with the def2-TZVPD basis set

Each line ends with the Löwdin charge.
Atoms and positions in Å:
C (2.49595, 1.40737, 0.29590)  -0.0322
C (1.64804, 0.26527, 0.07522)  -0.2987
C (0.78684, -0.69609, 0.27137)  -0.2278
C (0.38049, -1.86415, 1.05917)  -0.0293
N (1.03404, -0.23507, -1.13866)  0.0368
H (3.32784, 1.08492, 0.96829)  0.0924
H (1.79007, 2.04308, 0.82760)  0.0885
H (2.94206, 1.76360, -0.68231)  0.1077
H (-0.26140, -1.43886, 1.85630)  0.0907
H (1.15001, -2.35444, 1.56204)  0.0564
H (-0.13632, -2.57232, 0.48142)  0.0628
H (0.33594, 0.52995, -1.54551)  0.0788
C (-2.67978, -0.15477, -0.81832)  -0.0502
C (-1.70235, 0.86999, -0.30176)  -0.3714
O (-1.13045, 0.84792, 0.75657)  0.0205
H (-2.05059, -0.66632, -1.57938)  0.0976
H (-2.95153, -0.77666, 0.08928)  0.1009
H (-3.57296, 0.39334, -1.03173)  0.0634
H (-1.40589, 1.55323, -1.14548)  0.1130

Properties
E_tot in Eh: -365.03695
HOMO energy in eV: -7.12
Orbital gap in eV: 8.12
SMILES: CC1=C(C)N1.CC=O
Relative energy (zero: lowest compared OMol25 entry of this formula, charge and spin) in kJ/mol: 510.7